# C14H52N4O12

A 12-piece molecular cluster, C14H52N4O12 overall (wB97M-V/def2-TZVPD, OMol25).

Last column: Mulliken charge in e.
CARTESIAN COORDINATES (ANGSTROEM)
C: 3.0279 -0.5135 1.9786  -0.58
C: 3.1610 -0.8086 3.4480  -0.45
O: 1.9375 -0.6716 4.1274  -0.54
H: 3.9751 -0.5095 1.4738  0.61
H: 2.8042 0.5222 1.9112  0.09
H: 2.3947 -1.1265 1.3575  0.03
H: 3.8831 -0.1247 3.9425  0.34
H: 3.5082 -1.8885 3.6238  0.18
H: 1.4122 -1.3323 3.6775  0.17
C: -1.9240 -0.7801 -1.1260  -1.84
C: -0.6642 -0.1387 -0.5880  2.15
O: 0.0536 0.3666 -1.7009  1.31
H: -1.7084 -1.6369 -1.7530  0.49
H: -2.6325 -0.1115 -1.6741  0.43
H: -2.5226 -1.1713 -0.2633  0.31
H: -0.0815 -0.8816 -0.0571  -0.31
H: -1.0077 0.6235 0.0840  -1.13
H: 0.8492 0.7522 -1.3473  -0.82
C: 0.0747 -2.8984 3.8829  0.70
O: -0.8313 -2.6424 4.9085  -0.80
N: 1.1128 -3.6398 4.1007  -0.22
N: 0.0187 -2.3073 2.7571  0.51
H: 1.1961 -4.0727 5.0227  0.26
H: 1.8794 -3.8531 3.3808  0.15
H: -0.8286 -1.7873 2.5156  0.04
H: 0.5886 -2.6351 1.9553  0.01
C: -1.4062 0.2580 -4.7376  0.25
O: -1.6921 0.5979 -6.1438  -0.74
N: -0.9207 -0.8899 -4.3169  -0.17
N: -1.4706 1.0837 -3.7188  0.03
H: -0.5624 -1.5798 -4.9996  0.26
H: -0.6483 -0.9704 -3.3358  0.04
H: -1.6019 2.0520 -4.1019  0.15
H: -1.1258 0.9114 -2.7658  -0.21
C: -3.2457 -0.7921 3.0268  -0.74
O: -2.0553 -0.7417 2.1922  -0.50
H: -2.8529 -0.4768 3.9931  0.29
H: -3.6831 -1.7286 3.0109  0.32
H: -3.9929 -0.0373 2.7105  0.15
H: -1.8494 0.1903 2.2872  0.00
C: -1.7629 3.3435 -1.3220  0.04
O: -2.1294 4.6367 -0.9131  -0.64
H: -1.6864 2.5829 -0.5708  -0.54
H: -0.7524 3.3986 -1.7630  0.35
H: -2.3334 3.0668 -2.1647  0.44
H: -1.8927 5.2744 -1.5818  0.37
C: -4.0633 2.3376 0.6869  -0.17
O: -3.6071 3.5986 1.0546  -0.55
H: -3.3525 1.5423 0.8791  -0.23
H: -4.2444 2.2975 -0.3864  0.32
H: -4.9965 2.0695 1.3369  0.27
H: -3.0667 3.8710 0.3400  0.37
C: 0.0131 -4.1602 0.3217  -0.63
O: 1.1830 -3.5094 0.8237  -0.42
H: 0.2996 -4.9440 -0.3712  0.35
H: -0.5418 -3.3274 -0.1757  0.03
H: -0.5417 -4.5092 1.1678  0.35
H: 1.8134 -4.1764 1.0601  0.23
C: 2.0131 1.5478 -4.1146  0.12
O: 2.8699 2.4513 -4.7568  -0.61
H: 1.4170 1.0699 -4.8887  0.32
H: 1.3900 2.0782 -3.3279  -0.18
H: 2.6688 0.9592 -3.5297  -0.03
H: 3.0318 2.2548 -5.6573  0.33
C: 2.1007 -2.0267 -2.0860  0.15
O: 2.8015 -1.5357 -3.1685  -0.56
H: 2.3386 -1.3469 -1.2904  -0.09
H: 2.3245 -3.0601 -1.7822  0.32
H: 1.0378 -1.9647 -2.3012  -0.14
H: 3.7174 -1.4472 -2.8916  0.33
C: 1.8183 2.4816 -0.4031  -0.78
O: 2.4548 1.2175 -0.7004  -0.32
H: 1.4197 2.9732 -1.2219  0.43
H: 2.6257 3.1358 -0.0050  0.38
H: 1.0343 2.3063 0.3360  0.00
H: 3.2562 1.3779 -1.1460  0.17
C: 0.0081 1.3294 2.8390  -0.49
O: -1.1762 1.8735 2.2681  -0.61
H: -0.2633 0.4187 3.3139  0.17
H: 0.3484 2.0596 3.4961  0.55
H: 0.7334 1.1446 2.0389  -0.02
H: -0.8774 2.6996 1.8182  0.37

Values from the calculation:
energy	-1686.2453	hartree
maximum force	9.48	eV Å⁻¹
LUMO level	-0.25	eV
HOMO-LUMO gap	8.50	eV
multiplicity	1
charge	0
SMILES	NC(N)=O.NC(N)=O.CCO.CCO.CO.CO.CO.CO.CO.CO.CO.CO
energy above the lowest of the compared OMol25 structures with the same formula, charge and spin	184.5	kcal/mol
HOMO level	-8.8	eV